The following is a quantum chemistry calculation of the molecule I3OP at a distorted geometry, from the Open Molecules 2025 dataset.

```
! wB97M-V def2-TZVPD RIJCOSX def2/J DEFGRID3
* xyz 0 1
O -0.048 0.035 -1.687
P 0.034 0.019 -0.275
I -0.326 -2.204 0.670
I -1.732 1.378 0.646
I 2.072 0.772 0.645
*
```

Computed properties:
Structure (SMILES): O=P(I)(I)I
Electronic energy in eV: -35640.0350
Frontier orbital gap in eV: 8.24
Energy above the lowest of the compared OMol25 structures with the same formula, charge and spin in kJ/mol: 0.0
HOMO in hartree: -0.3662

---

The following is a quantum chemistry calculation of the molecule C4H6OS at a distorted geometry, from the Open Molecules 2025 dataset.

```
! wB97M-V def2-TZVPD RIJCOSX def2/J DEFGRID3
* xyz 0 1
C -1.348 -0.308 0.037
C -0.471 0.950 0.209
C 0.854 0.392 -0.296
C 0.887 -1.046 0.077
H -0.824 1.864 -0.422
H -0.591 1.189 1.246
H 0.744 0.604 -1.345
H 1.719 0.932 0.095
H 1.382 -1.722 -0.623
H 1.167 -1.152 1.123
O -0.540 -1.394 -0.021
S -2.980 -0.309 -0.079
*
```

Computed properties:
Structure (SMILES): S=C1CCCO1
Electronic energy in eV: -17127.2358
Frontier orbital gap in eV: 9.20
Energy above the lowest of the compared OMol25 structures with the same formula, charge and spin in kJ/mol: 86.3
HOMO in hartree: -0.3129

---

The following is a quantum chemistry calculation of a structure of composition C13H29N6O2SSn, from the Open Molecules 2025 dataset.

```
! wB97M-V def2-TZVPD RIJCOSX def2/J DEFGRID3
* xyz 3 1
Sn -0.327 -0.399 0.549
N -0.335 -0.469 2.806
C 0.880 -1.106 3.350
C 2.087 -0.589 2.581
N 1.895 -0.708 1.097
C 2.324 -2.030 0.545
C 1.279 -3.105 0.802
N -0.005 -2.624 0.229
H -1.174 -0.951 3.131
H -0.386 0.505 3.101
H 1.013 -0.896 4.411
H 0.754 -2.181 3.252
H 2.246 0.460 2.804
H 2.979 -1.137 2.885
H 2.421 0.031 0.636
H 2.475 -1.901 -0.529
H 3.281 -2.320 0.980
H 1.604 -4.029 0.325
H 1.136 -3.323 1.855
H 0.053 -2.756 -0.781
H -0.804 -3.176 0.548
C 1.305 2.720 1.455
O 0.130 1.867 1.496
C -1.090 2.664 1.479
C -1.484 2.968 0.066
O -1.627 1.707 -0.579
C -2.465 1.777 -1.746
H 1.381 3.263 2.397
H 1.240 3.426 0.629
H 2.188 2.104 1.318
H -0.946 3.577 2.059
H -1.857 2.056 1.964
H -0.721 3.558 -0.452
H -2.416 3.538 0.053
H -3.429 2.214 -1.487
H -2.625 0.761 -2.106
H -1.987 2.375 -2.523
S -2.708 -0.687 0.449
C -2.602 -1.977 1.543
N -2.334 -2.819 2.286
C -0.744 -0.761 -5.039
N -0.259 -0.323 -3.714
C 0.697 0.637 -3.489
C 0.868 0.711 -2.147
N 0.027 -0.217 -1.550
C -0.648 -0.814 -2.544
H -0.637 0.068 -5.733
H -1.791 -1.039 -4.962
H -0.153 -1.606 -5.381
H 1.162 1.183 -4.294
H 1.527 1.354 -1.587
H -1.400 -1.581 -2.436
*
```

Computed properties:
Electronic energy in eV: -43627.2594
Frontier orbital gap in eV: 8.47
Energy above the lowest of the compared OMol25 structures with the same formula, charge and spin in kJ/mol: 34.1
HOMO in hartree: -0.7088

---

The following is a quantum chemistry calculation of a cluster of 2 separate species, C7H7BrN2O in total at a distorted geometry, from the Open Molecules 2025 dataset.

```
! wB97M-V def2-TZVPD RIJCOSX def2/J DEFGRID3
* xyz 0 1
C 2.027 1.575 0.172
C 1.252 1.101 1.224
C 1.988 0.969 -1.095
C 0.379 0.043 1.142
C 0.967 0.012 -1.311
C 0.229 -0.513 -0.131
C -1.558 -2.171 0.253
N -2.616 0.182 -1.009
N -0.666 -1.420 -0.386
O -2.781 -2.107 0.392
Br -2.211 1.326 0.232
H 2.759 2.355 0.303
H 1.299 1.588 2.257
H 2.912 1.142 -1.622
H -0.215 -0.222 1.968
H 0.672 -0.325 -2.293
H -1.080 -3.078 0.679
H -3.357 -0.458 -0.771
*
```

Computed properties:
Electronic energy in eV: -82437.6180
Frontier orbital gap (alpha / beta) in eV: 7.17 / 8.04
Energy above the lowest of the compared OMol25 structures with the same formula, charge and spin in kJ/mol: 95.3
HOMO (alpha / beta) in hartree: -0.3314 / -0.3169

---

The following is a quantum chemistry calculation of a cluster of 2 separate species, C6H10NO in total at a distorted geometry, from the Open Molecules 2025 dataset.

```
! wB97M-V def2-TZVPD RIJCOSX def2/J DEFGRID3
* xyz 1 1
C -0.119 -1.229 -3.238
C -0.305 0.781 -1.930
C 0.168 -0.527 0.056
C -0.707 -0.373 2.279
C 1.141 1.145 1.350
C -0.074 0.306 1.098
N -0.306 -0.065 -2.787
O 0.400 -1.466 -0.509
H 0.656 -1.387 -4.013
H -0.833 -2.105 -3.044
H -1.043 1.519 -1.857
H -1.058 0.386 3.046
H -1.583 -1.025 2.032
H 0.084 -0.988 2.685
H 0.920 2.029 2.100
H 1.487 1.557 0.370
H 2.053 0.529 1.741
H -0.882 0.912 0.622
*
```

Computed properties:
Electronic energy in eV: -9910.6453
Frontier orbital gap (alpha / beta) in eV: 8.93 / 8.93
Energy above the lowest of the compared OMol25 structures with the same formula, charge and spin in kJ/mol: 361.6
HOMO (alpha / beta) in hartree: -0.4825 / -0.4825

---

The following is a quantum chemistry calculation of a structure of composition C19H16IrN4O2S6 at a distorted geometry, from the Open Molecules 2025 dataset.

```
! wB97M-V def2-TZVPD RIJCOSX def2/J DEFGRID3
* xyz -1 1
Ir 0.567 0.133 0.183
C 0.875 -2.862 3.235
C 0.523 -2.221 1.914
O 1.073 -1.094 1.704
C -0.341 -2.899 1.056
C -0.822 -2.464 -0.194
C -1.645 -3.402 -1.033
N -0.577 -1.259 -0.667
N -1.091 -0.938 -1.912
C -0.697 0.244 -2.285
O 0.073 1.011 -1.560
C -1.110 0.727 -3.627
C -0.715 1.989 -4.054
C -1.089 2.446 -5.311
C -1.847 1.642 -6.151
C -2.239 0.378 -5.726
C -1.872 -0.080 -4.471
H 1.525 -2.193 3.795
H 1.385 -3.814 3.080
H -0.032 -3.041 3.813
H -0.660 -3.882 1.376
H -1.823 -4.333 -0.498
H -1.119 -3.610 -1.965
H -2.590 -2.932 -1.301
H -0.132 2.607 -3.383
H -0.793 3.438 -5.630
H -2.136 2.002 -7.131
H -2.838 -0.246 -6.379
H -2.167 -1.062 -4.125
S 2.451 3.009 6.507
C 1.926 2.595 5.000
S 0.324 2.047 4.656
C 0.553 1.694 2.953
C 1.764 1.958 2.459
S 2.227 1.699 0.824
S 2.927 2.609 3.595
S -0.789 1.081 2.039
S -0.175 4.191 -1.161
C -1.622 3.718 -0.517
N -1.825 3.884 0.842
C -2.909 3.407 1.466
C -3.914 2.869 0.730
C -3.727 2.809 -0.665
N -2.641 3.191 -1.265
H -1.026 4.196 1.375
H -2.923 3.483 2.544
H -4.810 2.491 1.198
H -4.503 2.418 -1.318
*
```

Computed properties:
Electronic energy in eV: -97871.4525
Frontier orbital gap in eV: 5.70
Energy above the lowest of the compared OMol25 structures with the same formula, charge and spin in kJ/mol: 120.5
HOMO in hartree: -0.1445

---

The following is a quantum chemistry calculation of the molecule C5H6O at a distorted geometry, from the Open Molecules 2025 dataset.

```
! wB97M-V def2-TZVPD RIJCOSX def2/J DEFGRID3
* xyz 0 1
C -2.523 -0.001 0.171
C -1.243 -0.251 -0.461
C -0.077 -0.039 -0.689
C 1.210 0.467 -0.270
C 2.287 -0.460 0.070
O 2.358 0.355 -1.088
H -3.208 -0.801 0.444
H -1.963 0.233 1.102
H -3.075 0.816 -0.327
H 1.147 1.407 0.284
H 2.123 -1.519 -0.119
H 2.963 -0.207 0.883
*
```

Computed properties:
Structure (SMILES): CC#C[C@H]1CO1
Electronic energy in eV: -7325.6886
Frontier orbital gap in eV: 10.44
Energy above the lowest of the compared OMol25 structures with the same formula, charge and spin in kJ/mol: 347.0
HOMO in hartree: -0.3499

---

The following is a quantum chemistry calculation of the molecule C4H7NS at a distorted geometry, from the Open Molecules 2025 dataset.

```
! wB97M-V def2-TZVPD RIJCOSX def2/J DEFGRID3
* xyz 0 1
C -0.323 -0.615 -1.308
C -0.028 -0.387 -0.011
C 0.698 0.914 0.252
C -0.405 -1.250 1.124
N 0.488 1.819 -0.940
S 0.422 0.872 -2.337
H -0.736 -1.402 -1.862
H 0.333 1.381 1.198
H 1.653 0.530 0.413
H -1.428 -1.633 0.904
H -0.551 -0.511 2.028
H 0.188 -2.086 1.491
H -0.311 2.368 -0.953
*
```

Computed properties:
Structure (SMILES): CC1=CSNC1
Electronic energy in eV: -16584.8985
Frontier orbital gap in eV: 8.93
Energy above the lowest of the compared OMol25 structures with the same formula, charge and spin in kJ/mol: 196.1
HOMO in hartree: -0.2934

---

Please write out number 8 again, unchanged.
The following is a quantum chemistry calculation of the molecule C4H7NS at a distorted geometry, from the Open Molecules 2025 dataset.

```
! wB97M-V def2-TZVPD RIJCOSX def2/J DEFGRID3
* xyz 0 1
C -0.323 -0.615 -1.308
C -0.028 -0.387 -0.011
C 0.698 0.914 0.252
C -0.405 -1.250 1.124
N 0.488 1.819 -0.940
S 0.422 0.872 -2.337
H -0.736 -1.402 -1.862
H 0.333 1.381 1.198
H 1.653 0.530 0.413
H -1.428 -1.633 0.904
H -0.551 -0.511 2.028
H 0.188 -2.086 1.491
H -0.311 2.368 -0.953
*
```

Computed properties:
Structure (SMILES): CC1=CSNC1
Electronic energy in eV: -16584.8985
Frontier orbital gap in eV: 8.93
Energy above the lowest of the compared OMol25 structures with the same formula, charge and spin in kJ/mol: 196.1
HOMO in hartree: -0.2934

---

Please write out number 3 again, unchanged.
The following is a quantum chemistry calculation of a structure of composition C13H29N6O2SSn, from the Open Molecules 2025 dataset.

```
! wB97M-V def2-TZVPD RIJCOSX def2/J DEFGRID3
* xyz 3 1
Sn -0.327 -0.399 0.549
N -0.335 -0.469 2.806
C 0.880 -1.106 3.350
C 2.087 -0.589 2.581
N 1.895 -0.708 1.097
C 2.324 -2.030 0.545
C 1.279 -3.105 0.802
N -0.005 -2.624 0.229
H -1.174 -0.951 3.131
H -0.386 0.505 3.101
H 1.013 -0.896 4.411
H 0.754 -2.181 3.252
H 2.246 0.460 2.804
H 2.979 -1.137 2.885
H 2.421 0.031 0.636
H 2.475 -1.901 -0.529
H 3.281 -2.320 0.980
H 1.604 -4.029 0.325
H 1.136 -3.323 1.855
H 0.053 -2.756 -0.781
H -0.804 -3.176 0.548
C 1.305 2.720 1.455
O 0.130 1.867 1.496
C -1.090 2.664 1.479
C -1.484 2.968 0.066
O -1.627 1.707 -0.579
C -2.465 1.777 -1.746
H 1.381 3.263 2.397
H 1.240 3.426 0.629
H 2.188 2.104 1.318
H -0.946 3.577 2.059
H -1.857 2.056 1.964
H -0.721 3.558 -0.452
H -2.416 3.538 0.053
H -3.429 2.214 -1.487
H -2.625 0.761 -2.106
H -1.987 2.375 -2.523
S -2.708 -0.687 0.449
C -2.602 -1.977 1.543
N -2.334 -2.819 2.286
C -0.744 -0.761 -5.039
N -0.259 -0.323 -3.714
C 0.697 0.637 -3.489
C 0.868 0.711 -2.147
N 0.027 -0.217 -1.550
C -0.648 -0.814 -2.544
H -0.637 0.068 -5.733
H -1.791 -1.039 -4.962
H -0.153 -1.606 -5.381
H 1.162 1.183 -4.294
H 1.527 1.354 -1.587
H -1.400 -1.581 -2.436
*
```

Computed properties:
Electronic energy in eV: -43627.2594
Frontier orbital gap in eV: 8.47
Energy above the lowest of the compared OMol25 structures with the same formula, charge and spin in kJ/mol: 34.1
HOMO in hartree: -0.7088